No. 1
A cluster of 2 separate species, CH3BrOS in total in a non-equilibrium geometry. Source: the Open Molecules 2025 dataset; level of theory: wB97M-V/def2-TZVPD.

Last column: natural (NBO) charge in e.
CARTESIAN COORDINATES (ANGSTROEM)
Br: 2.9165 0.9907 2.2034  -0.2205
S: 0.0845 -0.7774 1.8217  1.0853
O: 0.5556 -2.1613 1.7669  -0.7691
C: -0.2437 -0.1442 0.1430  -0.8455
H: -1.3109 -0.2507 0.1450  0.2354
H: 0.3564 -0.8308 -0.5411  0.2640
H: -0.2474 0.8669 0.0079  0.2504

charge: 0
ΔE to the lowest compared entry with this formula, charge and spin: 1.832 eV

No. 2
The molecule C5H9NO2 in a non-equilibrium geometry. Source: the Open Molecules 2025 dataset; level of theory: wB97M-V/def2-TZVPD.

Last column: natural (NBO) charge in e.
CARTESIAN COORDINATES (ANGSTROEM)
O: -1.3908 0.3577 -1.7028  -0.1805
O: -0.4206 0.9059 -2.4785  -0.5766
N: -2.1968 -0.4505 0.1833  -0.7869
C: -1.0983 -0.0553 -0.5225  0.6493
C: 1.4567 -0.2491 -0.7074  -0.3927
C: 0.2047 -0.0248 0.1188  -0.1722
C: 1.2115 1.1616 -0.3239  -0.3513
C: 0.2579 -0.4727 1.5624  -0.6087
H: 0.0999 -1.5501 1.6501  0.2065
H: 1.2414 -0.2537 1.9737  0.2296
H: 2.2417 -0.8004 -0.2065  0.2114
H: -0.4813 0.0465 2.1691  0.2180
H: -2.0862 -1.1142 0.9288  0.4011
H: 1.3311 -0.4898 -1.7520  0.2649
H: -3.0632 -0.4673 -0.3316  0.4111
H: 0.9633 1.8778 -1.0883  0.2745
H: 1.7289 1.5786 0.5271  0.2025

charge: 0
ΔE to the lowest compared entry with this formula, charge and spin: 5.061 eV

No. 3
A cluster of 12 separate species, C45H108N12O9 in total in a non-equilibrium geometry. Source: the Open Molecules 2025 dataset; level of theory: wB97M-V/def2-TZVPD.

Last column: Löwdin charge in e.
CARTESIAN COORDINATES (ANGSTROEM)
O: -17.5736 3.5164 11.0915  0.0189
O: -17.4834 6.8766 15.1123  0.0442
O: -11.4188 4.8764 17.8212  0.0198
O: -16.8698 2.3310 16.3279  0.0646
O: -18.0576 9.2473 19.8457  -0.0005
O: -16.7116 2.4977 23.0516  -0.0270
O: -13.0556 9.6137 16.3336  0.0696
O: -20.1989 4.0068 18.4515  -0.0024
O: -14.4432 11.9333 12.1293  0.0191
N: -16.0099 8.3520 9.6755  -0.1646
N: -11.2921 4.1075 19.9100  -0.0187
N: -11.7465 7.9423 16.9456  0.0498
N: -18.6492 11.3998 19.2014  0.0107
N: -21.5827 10.6127 12.1701  -0.2048
N: -18.4089 4.8303 15.1942  0.0459
N: -17.1705 4.1291 21.7025  -0.0006
N: -21.2696 5.5177 17.1450  0.0628
N: -16.0406 1.8340 11.1956  -0.0107
N: -17.1412 0.1844 16.7704  0.0097
N: -14.5418 10.3491 13.7779  0.0237
N: -23.4999 6.0322 15.1901  -0.1942
C: -16.7778 7.1818 10.1162  -0.2286
C: -14.2349 11.5848 13.2942  -0.5555
C: -20.5112 6.7094 17.5157  -0.0437
C: -21.7932 3.1376 17.0012  0.0082
C: -16.9083 9.3979 9.1260  -0.2407
C: -17.1704 1.4681 17.0802  -0.5837
C: -23.3844 7.7370 13.3583  -0.0878
C: -14.0838 7.6404 16.3996  0.0045
C: -16.7087 0.7882 10.5331  -0.0801
C: -13.5565 12.5361 14.2098  -0.0081
C: -10.0116 3.5871 20.0029  -0.0963
C: -18.2007 10.1319 18.9727  -0.5257
C: -17.1376 5.7443 17.0763  0.0026
C: -23.8568 4.1860 13.4882  -0.0685
C: -17.9525 9.8166 17.5211  0.0029
C: -19.8836 9.4955 13.8351  -0.0531
C: -21.1681 10.7475 9.6480  -0.0935
C: -17.5705 7.2971 11.4872  -0.0640
C: -16.5038 3.0325 11.4632  -0.5362
C: -15.6424 3.7882 12.5152  0.0228
C: -16.2707 10.7869 9.3271  -0.0681
C: -18.9234 11.9498 20.5440  -0.0676
C: -18.0406 1.8789 18.2638  0.0108
C: -19.0489 4.8895 13.8998  -0.0498
C: -22.6694 6.9350 14.3894  -0.2697
C: -15.0611 7.8071 8.6676  -0.2331
C: -21.2786 11.9230 12.6661  -0.2977
C: -24.2081 6.8926 16.2066  -0.2451
C: -13.8761 7.0838 9.4212  -0.0833
C: -13.5029 4.8727 18.9842  0.0158
C: -20.4002 9.7137 12.2875  -0.2096
C: -17.9431 5.0750 20.9501  -0.0871
C: -17.7184 5.8518 15.6810  -0.6019
C: -25.0478 6.1783 17.2793  -0.0834
C: -10.5437 8.7227 17.1920  -0.0782
C: -19.0174 2.5003 22.1922  0.0215
C: -12.9340 8.5057 16.6992  -0.6142
C: -20.9844 4.3075 17.5662  -0.5629
C: -22.2138 10.6550 10.7768  -0.1918
C: -17.5960 3.0282 22.3392  -0.5206
C: -15.2731 9.3903 13.0056  -0.0763
C: -11.9776 4.6147 18.8761  -0.5108
C: -24.5041 5.2595 14.3931  -0.2193
C: -22.6208 12.5366 13.0434  -0.0925
C: -16.1185 -0.2971 15.8704  -0.0754
H: -17.7952 10.7430 16.9687  0.0754
H: -9.6445 8.1968 17.5126  0.0797
H: -21.8119 2.2868 17.6824  0.0813
H: -15.5537 8.6045 13.7069  0.0688
H: -19.7079 6.5751 18.2401  0.0792
H: -14.2137 13.4033 14.2744  0.0891
H: -15.1292 -0.0829 16.2746  0.0866
H: -23.0406 3.6650 13.9885  0.0595
H: -20.7862 8.8110 11.8140  0.0979
H: -13.5015 12.1418 15.2245  0.0621
H: -14.6849 3.2784 12.4084  0.0669
H: -17.9066 9.2756 9.5462  0.0914
H: -20.1018 7.2385 16.6551  0.0696
H: -19.6768 2.4257 23.0569  0.0894
H: -21.5312 10.9526 8.6409  0.0696
H: -20.6038 9.4617 14.6525  0.0516
H: -16.2374 4.4855 21.8519  0.1337
H: -23.8338 7.1581 12.5515  0.0760
H: -14.6277 8.9606 12.2395  0.0788
H: -10.5345 9.4669 17.9884  0.0782
H: -15.1834 1.5490 11.6473  0.1347
H: -16.9937 6.9426 12.3414  0.0405
H: -18.5482 4.6692 20.1393  0.0448
H: -23.1171 11.9283 13.7996  0.0711
H: -16.0448 10.9534 10.3804  0.0399
H: -22.6418 8.3508 12.8487  0.0447
H: -19.9033 4.2128 13.9101  0.0778
H: -15.4601 4.8555 12.3903  0.0711
H: -17.9408 2.9333 18.5212  0.0555
H: -17.2345 5.8349 20.6208  0.0898
H: -24.8704 7.5973 15.7038  0.1082
H: -12.5204 12.5662 13.8726  0.0928
H: -19.9625 12.1236 20.8234  0.0749
H: -17.0382 9.2330 8.0564  0.1037
H: -17.8250 1.2219 19.1064  0.0775
H: -17.0857 9.1603 17.4429  0.0760
H: -19.5654 10.1723 11.7576  0.0916
H: -16.9727 11.5740 9.0520  0.0645
H: -24.0696 8.5207 13.6815  0.0860
H: -15.3359 10.8520 8.7703  0.0707
H: -14.1065 4.6330 18.1088  0.0727
H: -25.1600 4.8099 15.1386  0.0997
H: -22.8383 3.3772 16.8050  0.0630
H: -19.0988 1.9563 18.0138  0.0679
H: -17.9816 8.2654 11.7727  0.0433
H: -16.1420 3.7339 13.4825  0.0719
H: -14.1458 6.1470 9.9088  0.0430
H: -11.7071 6.9572 17.1649  0.0959
H: -14.2346 9.9985 14.6739  0.0828
H: -10.0114 2.9048 20.8529  0.0959
H: -19.6274 5.7924 13.7041  0.0680
H: -22.9105 9.8214 10.6881  0.1037
H: -14.3821 7.3634 17.4107  0.0665
H: -16.1700 -1.3831 15.7924  0.0848
H: -20.6836 12.5683 12.0198  0.1148
H: -25.0580 5.9745 13.7848  0.1005
H: -18.7869 1.5822 21.6516  0.0813
H: -13.8851 4.3444 19.8576  0.0670
H: -16.1215 9.7928 12.4522  0.0721
H: -18.1563 3.9323 15.5813  0.1062
H: -21.1437 7.4240 18.0424  0.0805
H: -22.8223 11.5562 10.7016  0.0907
H: -21.3848 2.8972 16.0196  0.0716
H: -17.5456 1.2107 9.9771  0.0889
H: -16.1148 6.3186 10.1739  0.0843
H: -18.3472 4.6825 13.0919  0.0567
H: -13.6718 5.9477 19.0482  0.0669
H: -23.3494 12.8063 12.2790  0.0657
H: -24.3799 5.5028 17.8138  0.0678
H: -24.6414 3.6034 13.0054  0.0744
H: -14.9254 8.2294 16.0350  0.0729
H: -19.1269 10.2563 14.0263  0.0586
H: -18.8459 9.4124 17.0452  0.0722
H: -9.6326 3.1156 19.0962  0.0948
H: -18.9090 11.9688 18.4084  0.1298
H: -21.9298 6.2763 13.9342  0.1044
H: -9.3242 4.4235 20.1293  0.0903
H: -13.8308 6.7595 15.8096  0.1061
H: -16.0432 0.1704 9.9301  0.0905
H: -25.9767 5.7132 16.9494  0.0664
H: -18.3660 6.5531 11.4442  0.0583
H: -17.6218 6.9986 9.4512  0.1047
H: -14.6282 8.5455 7.9926  0.1019
H: -13.0695 6.7469 8.7701  0.0590
H: -20.6765 11.9680 13.5736  0.1050
H: -18.4591 11.4243 21.3785  0.0828
H: -15.4322 7.1453 7.8850  0.1051
H: -20.4675 11.5749 9.7602  0.0682
H: -18.4694 12.9402 20.5773  0.0734
H: -22.1587 7.6942 14.9818  0.0999
H: -16.2081 5.2101 16.8792  0.0738
H: -19.4352 8.5023 13.8098  0.0371
H: -22.2318 13.3270 13.6853  0.0654
H: -20.5713 9.8359 9.6149  0.0542
H: -23.3043 4.5992 12.6443  0.0621
H: -25.3049 7.0080 17.9378  0.0735
H: -21.9232 5.5866 16.3781  0.0809
H: -18.7242 5.4771 21.5954  0.0889
H: -17.2760 0.1628 11.2224  0.0845
H: -19.5382 3.1374 21.4774  0.0578
H: -23.4710 7.4566 16.7783  0.1013
H: -17.8447 5.1803 17.6846  0.0482
H: -13.3427 7.6449 10.1885  0.0638
H: -17.8393 -0.4585 17.1159  0.1464
H: -16.8666 6.6312 17.6490  0.0732
H: -11.7416 4.0930 20.8144  0.1408
H: -16.1297 0.1737 14.8874  0.0735
H: -10.2216 9.3143 16.3350  0.0807

charge: 0
SMILES: CCN(CC)CC.CCN(CC)CC.CCN(CC)CC.CNC(C)=O.CNC(C)=O.CNC(C)=O.CNC(C)=O.CNC(C)=O.CNC(C)=O.CNC(C)=O.CNC(C)=O.CNC(C)=O
ΔE to the lowest compared entry with this formula, charge and spin: 6.306 eV

No. 4
A cluster of 2 separate species, C4H11N3 in total in a non-equilibrium geometry. Source: the Open Molecules 2025 dataset; level of theory: wB97M-V/def2-TZVPD.

Last column: natural (NBO) charge in e.
CARTESIAN COORDINATES (ANGSTROEM)
N: 0.9739 -0.2481 -0.9193  -0.3238
N: -1.1570 -0.4599 -1.8396  -0.6666
N: -1.2059 1.1962 2.8986  -0.5779
C: 1.7926 0.4243 -1.6841  0.0928
C: -1.4750 0.8690 1.6790  0.1341
C: 1.3283 -1.3644 -0.2079  -0.4502
C: -0.4265 -0.1937 -0.7988  0.2489
H: -1.3046 0.6322 3.6856  0.4505
H: 1.8296 -2.0601 -0.8104  0.2661
H: -1.6735 -0.2441 1.4865  0.2595
H: -1.4049 1.6741 0.9253  0.2459
H: -0.9289 2.2098 3.0156  0.4541
H: 1.2753 1.1565 -2.2791  0.2272
H: 2.8518 0.3405 -1.5667  0.2574
H: -0.8447 -0.5363 -2.8213  0.4267
H: 2.0338 -1.0807 0.6813  0.2678
H: 0.4473 -1.8270 0.2123  0.2552
H: -2.1117 -0.4881 -1.6569  0.4322

charge: +2
ΔE to the lowest compared entry with this formula, charge and spin: 3.054 eV